C19H29CrFN5O13PS2 | wB97M-V/def2-TZVPD

Geometry (Å):
Cr1 -0.389 -0.258 -0.129
C1 6.131 -2.654 0.990
C2 5.395 -2.029 -0.188
O1 4.373 -1.140 0.230
P1 2.853 -1.683 0.623
S1 1.944 0.111 0.770
S2 2.401 -3.260 -0.421
O2 3.086 -2.208 2.155
C3 3.428 -1.306 3.203
C4 2.261 -1.130 4.158
H1 6.997 -3.215 0.627
H2 5.465 -3.336 1.519
H3 6.468 -1.882 1.685
H4 4.959 -2.816 -0.808
H5 6.083 -1.437 -0.799
H6 3.712 -0.336 2.791
H7 4.297 -1.734 3.715
H8 1.400 -0.753 3.606
H9 2.527 -0.408 4.935
H10 1.991 -2.082 4.618
C5 1.999 2.139 -2.591
C6 0.632 1.485 -2.466
C7 -0.382 2.070 -3.439
O3 0.099 1.687 -1.142
C8 0.798 -0.048 -2.765
O4 1.230 -0.346 -3.878
O5 0.455 -0.820 -1.823
H11 1.938 3.215 -2.397
H12 2.378 1.970 -3.597
H13 2.689 1.682 -1.878
H14 -0.375 3.162 -3.396
H15 -1.377 1.710 -3.170
H16 -0.146 1.736 -4.448
H17 0.843 1.847 -0.547
F1 -5.533 -1.678 1.644
C9 -5.476 -0.403 1.232
C10 -4.282 0.213 1.126
N1 -4.174 1.514 0.708
C11 -2.860 2.165 0.631
C12 -1.948 1.657 1.788
O6 -2.135 2.149 2.898
O7 -1.116 0.756 1.469
C13 -5.289 2.247 0.372
O8 -5.260 3.396 -0.036
N2 -6.486 1.572 0.504
C14 -6.711 0.253 0.917
O9 -7.845 -0.185 0.958
H18 -3.361 -0.308 1.360
H19 -3.022 3.232 0.738
H20 -2.384 1.950 -0.324
H21 -7.309 2.105 0.275
O10 -1.266 -3.796 1.818
N3 -1.346 -2.909 0.970
O11 -2.192 -2.943 0.061
O12 -0.493 -1.942 1.034
N4 -2.042 -0.396 -0.981
C15 -3.075 -0.512 -1.502
N5 -4.210 -0.832 -2.085
C16 -5.091 0.142 -2.707
C17 -5.567 -0.436 -4.033
O13 -6.197 -1.694 -3.849
C18 -5.313 -2.636 -3.249
C19 -4.817 -2.147 -1.896
H22 -4.557 1.079 -2.862
H23 -5.960 0.326 -2.064
H24 -4.704 -0.550 -4.703
H25 -6.307 0.216 -4.498
H26 -4.454 -2.804 -3.912
H27 -5.880 -3.560 -3.144
H28 -4.070 -2.820 -1.477
H29 -5.665 -2.071 -1.205

Cartesian forces (eV/Å) of the 3 atoms listed first:
1.137 0.519 0.471
-0.143 0.043 -0.085
0.020 -0.105 0.099

Results
Kohn-Sham gap (alpha / beta) = 6.579 / 5.014 eV
Spin multiplicity = 3
Total energy = -116344.0903 eV
Total charge = -2
Energy relative to the best compared isomer or geometry (same formula, charge and spin) = 26.17 kcal/mol
HOMO energy (alpha / beta) = -2.48 / -0.92 eV

Löwdin population analysis, charges in e, atoms 1 to 2: 0.484, -0.094